Here is a structure of composition C19H28N6O2Ru at a distorted geometry from the OMol25 dataset. Energies are from ωB97M-V/def2-TZVPD.

ORCA input file:
```
! wB97M-V def2-TZVPD RIJCOSX def2/J DEFGRID3
* xyz 4 5
N -2.89731 -2.10340 -0.37820
H -1.18834 2.29994 -1.42918
H 0.50136 6.20088 -0.90820
C -0.05569 -1.60453 0.45481
C -4.04962 -2.20887 -0.30692
C -0.71750 1.36333 -1.70595
H -3.99695 0.62873 1.85218
H -1.52099 -1.91701 -2.27501
H -4.24255 1.94343 3.03906
H -1.05543 5.62746 -0.21217
H -0.44697 -1.30906 3.26812
H -6.01999 -1.62481 0.10118
C 1.61244 0.91506 0.75871
H -2.55084 0.23593 -1.53782
H -3.43502 2.27613 1.49180
C 0.58726 1.34937 -2.25219
H 0.92962 -2.02485 -2.52371
H -5.43593 -3.18078 0.78757
H 0.39099 5.92774 0.86504
H 1.64909 1.86912 3.49938
C 3.19409 -1.81619 -0.82022
C 0.46285 -1.06107 -2.40325
H -3.31272 1.45165 4.76104
O 2.53275 1.31092 1.34643
H 0.39077 1.87849 4.71982
N -2.27033 1.26104 2.93202
C -3.54622 1.53436 2.29072
C 0.56518 1.91112 3.62647
H -1.80875 0.54244 4.87532
H 2.25950 0.15000 -2.71211
H -1.76030 2.32428 4.72427
C 0.03568 5.59292 -0.11847
C -5.44364 -2.53323 -0.08728
C 0.14423 -0.48298 3.71277
C 1.19644 0.12310 -2.48586
C -0.93245 -1.00528 -2.25624
H -0.12753 -0.35539 4.78941
O -0.32116 -2.54961 1.06092
H 1.18360 2.25708 -2.29582
H 1.21906 -0.71893 3.69253
N 2.46517 -1.04779 -0.32819
C 4.23106 -2.77267 -1.13632
H 3.73503 -3.69722 -1.49992
N -1.21256 0.69260 0.92007
C -1.18927 0.89258 2.21802
C 0.50261 4.22737 -0.24058
H -5.86951 -3.06729 -0.94255
H 0.16385 2.83658 3.20475
H 4.81186 -2.95344 -0.20418
N 0.00645 0.75178 2.93108
H -2.09831 0.79608 0.43796
C -1.48833 0.17390 -1.78480
Ru 0.41359 0.04908 -0.41875
C -2.28117 1.40709 4.39592
H 4.87125 -2.34829 -1.92866
N 1.17480 3.27093 -0.21471
*
```

Calculated values
**Molar mass**: 473.5 u
**Total energy**: -1312.87794 hartree
**Kohn-Sham gap (spin up / spin down)**: 7.307 / 5.221 eV
**HOMO level (spin up / spin down)**: -20.65 / -22.26 eV
**LUMO (spin up / spin down)**: -13.34 / -17.04 eV

Löwdin population analysis, charges in e, atoms 1 to 4: N 0.1414; H 0.1309; H 0.1249; C -0.1628

***

Here is a structure of composition C19H28NO2P2Tb at a distorted geometry from the OMol25 dataset. Energies are from ωB97M-V/def2-TZVPD.

ORCA input file:
```
! wB97M-V def2-TZVPD RIJCOSX def2/J DEFGRID3
* xyz 2 7
H 4.31164 -0.31190 1.34359
C 2.37988 -2.66355 0.55492
C 0.41579 0.17663 1.35311
C -1.29908 -2.02416 -3.67038
C 1.08402 -0.55589 4.68216
H -2.07238 1.77286 -3.34888
C 0.13552 0.20004 2.57069
C -4.11011 0.93830 -0.34209
H 4.40416 0.19072 -0.36816
C 1.06445 -2.21221 -3.58521
H -0.16074 -3.29345 -5.01218
H 2.99412 -0.28460 -2.14259
H -4.24980 -0.00199 0.21195
C 0.02994 0.07908 3.96125
H -0.50889 4.49189 -0.38562
H -1.90392 1.04930 4.11647
O 1.21200 2.90503 -2.61207
P 2.28269 -0.87490 0.12341
H 2.07214 2.71979 -3.03769
H -1.90434 1.05904 6.63560
H -0.96463 5.15671 -1.70169
C -1.06843 0.61595 4.66870
H -3.78342 1.74722 -2.83364
H 4.58177 -1.53122 0.05419
H -4.82011 0.94018 -1.19892
H 2.33936 -2.81976 1.63729
O -0.67583 4.32843 -1.31705
H 1.07722 3.86594 -2.55661
H 1.91913 -1.02205 6.63584
Tb 0.39496 1.18459 -0.78870
C 1.09884 -1.33036 -2.52226
H -2.68599 3.13668 -2.33514
C -1.22650 -1.07093 -2.66386
C -0.13524 -2.57155 -4.18566
H 3.37339 -2.99784 0.18948
H -3.18469 -0.24192 -2.92730
H -4.30096 1.80466 0.30039
H 2.98736 -2.04627 -1.77491
C 1.08151 -0.56925 6.08047
C -1.07856 0.60737 6.07012
C -0.00943 0.00619 6.77944
C 4.06793 -0.58293 0.31782
C -2.75996 2.06574 -2.54505
H 1.90790 -1.02069 4.13181
C 2.37387 -1.11539 -1.73892
N -0.03368 -0.68078 -2.13803
H 1.96616 -2.72165 -3.89475
H -2.25322 -2.37748 -4.04906
H 1.62722 -3.27947 0.04763
P -2.41737 1.01870 -1.06740
H -0.02675 -0.01982 7.87950
H -3.03342 -1.31343 -1.50906
C -2.51552 -0.52566 -2.09294
*
```

Calculated values
**Molar mass**: 523.3 u
**Total energy**: -2452.60627 hartree
**Kohn-Sham gap (spin up / spin down)**: 6.545 / 6.779 eV
**HOMO level (spin up / spin down)**: -12.94 / -12.96 eV
**LUMO (spin up / spin down)**: -6.40 / -6.18 eV

Löwdin population analysis, charges in e, atoms 1 to 4: H 0.0586; C -0.2129; C -0.3813; C 0.0061

***

Here is a structure of composition C19H28NPPdS at a distorted geometry from the OMol25 dataset. Energies are from ωB97M-V/def2-TZVPD.

ORCA input file:
```
! wB97M-V def2-TZVPD RIJCOSX def2/J DEFGRID3
* xyz 0 3
H -2.47815 2.46470 -3.69990
H 2.76465 -3.48746 -0.32340
C 0.79544 -1.14214 4.11806
H -2.22907 0.31170 3.48392
C -1.68166 -0.93311 -1.84981
S -0.61473 -1.27690 1.78864
H -0.17861 -3.66387 -0.24394
H 1.99008 2.86546 -2.56213
H -2.12764 -2.95412 -1.94997
C 1.08254 -0.51338 5.33043
H 2.33586 3.19114 0.57488
P 0.66983 2.15606 -0.71128
N 1.14192 -2.58655 -1.35714
C -1.52084 -2.32453 -1.27639
H 1.39297 1.20047 -2.83775
C -1.48427 1.48481 -2.06732
H -1.40704 3.28416 -0.83310
C -0.36784 -0.76041 3.39570
H 1.46212 -1.87819 3.68305
C -2.78290 0.28906 -3.67764
H 0.62502 -1.30683 -2.93744
C -1.30476 0.09631 4.01116
H 0.46151 0.95135 6.80075
Pd -0.60689 0.77659 0.61495
H 2.74494 1.47387 -1.69792
C -0.99316 0.72422 5.21529
C -2.46144 -0.89615 -3.03409
C 1.35484 3.52399 0.21103
C -0.81803 2.74962 -1.59340
H -2.03585 -2.41142 -0.30478
H -3.43338 0.27446 -4.54967
C -0.17541 -3.14733 -1.21819
C 2.06658 -2.63283 -0.24006
C 1.80924 1.88722 -2.09162
H -1.69513 1.44952 5.63037
C -1.30433 0.31174 -1.31113
H 2.66686 -1.70494 -0.17976
H 2.00678 -0.76806 5.85549
C 0.21022 0.43702 5.86885
C 1.50938 -1.78554 -2.49570
H 2.01800 -2.37070 -3.28141
H 0.70922 3.74291 1.06827
H -2.82773 -1.84657 -3.44465
H 1.46040 4.39815 -0.44271
H -0.52088 3.42856 -2.40227
H -0.24861 -3.92835 -2.00369
H 1.50858 -2.74817 0.69881
C -2.27734 1.49957 -3.20977
H -0.05845 1.61539 2.03182
H 2.20720 -0.98985 -2.18200
H 0.63997 1.46933 1.62850
*
```

Calculated values
**Molar mass**: 439.9 u
**Total energy**: -1662.79959 hartree
**Kohn-Sham gap (spin up / spin down)**: 6.259 / 5.282 eV
**HOMO level (spin up / spin down)**: -5.63 / -7.20 eV
**LUMO (spin up / spin down)**: 0.63 / -1.92 eV

Löwdin population analysis, charges in e, atoms 1 to 4: H 0.1122; H 0.0766; C -0.1018; H 0.0941

***

Here is a structure of composition C19H29AlBeCl8F7N2O5 at a distorted geometry from the OMol25 dataset. Energies are from ωB97M-V/def2-TZVPD.

ORCA input file:
```
! wB97M-V def2-TZVPD RIJCOSX def2/J DEFGRID3
* xyz 1 1
O 0.96967 2.19557 -3.31473
Al -4.11154 1.91252 0.32277
H -1.54409 -1.40997 -0.84178
C 4.69886 -0.71269 3.29540
Cl 2.05146 -2.05253 -3.71326
H -2.65983 2.08192 1.06239
C -0.84572 3.22822 0.32798
H -0.66243 4.81423 1.48825
C 0.87697 -1.80113 -0.87306
C -2.33068 3.18211 0.80389
H 1.20974 1.92012 -4.21486
H 0.51736 3.28242 -1.29749
C 2.33786 0.49477 4.12577
H -0.23298 2.53158 0.92010
Cl 1.01009 3.96612 8.91643
F -2.71605 -3.44745 -1.60657
Cl 2.58792 4.65987 6.60556
C 4.54016 -0.32731 4.61932
H -2.55860 4.85348 -2.94372
H -0.79313 0.53939 -0.09446
Be -0.80581 -1.29130 1.27462
N -3.30034 3.92399 -0.08303
C 0.78783 -3.34770 -1.01238
H 5.33982 -0.49649 5.32780
H -4.04327 4.25201 0.54676
C -1.53780 -4.07353 -1.88078
C 0.24501 -0.99331 -1.99944
F -1.00357 -3.58731 -3.02158
H -1.06251 3.88043 -1.67150
C -1.24693 -0.71438 -1.63268
C -0.60234 -3.95795 -0.67242
C -0.91690 1.73962 -1.87712
H 1.91832 -1.47722 -0.80083
H -0.41878 -4.96970 -0.30852
C 1.77751 3.34398 7.45708
Cl -2.65196 -2.06294 2.11829
F 0.82578 -5.81793 -6.09085
Cl 1.29912 -0.32737 -5.42314
C -1.92252 -5.54885 -2.18773
H 0.36187 -1.41837 0.13811
F -0.87463 -6.22132 -2.66762
C 2.51516 0.09955 2.81821
H -0.36834 -6.24565 -4.70378
O -0.36236 4.52330 0.62148
H 0.36235 -1.49207 -3.02074
N -1.34357 0.63240 -0.99089
H -1.04853 -3.38510 0.14018
C 3.67504 -0.50264 2.38370
F -2.44113 -6.13632 -1.11889
C 0.19166 1.18799 -2.81476
H 3.24683 0.56868 6.07791
H 1.49602 -3.76179 -0.28953
H 3.77471 -0.80128 1.34784
C -0.54433 3.05882 -1.17816
Cl -2.34955 2.08489 -2.96686
Cl 2.96420 2.10950 7.89987
H 5.62014 -1.17724 2.97187
O -2.67882 5.68557 -2.47656
H -2.35608 3.67976 1.77524
F 1.50500 0.31279 1.92191
H 1.13622 -3.66792 -1.98509
C 3.35985 0.27468 5.03767
O -0.42788 -6.31426 -5.67033
H -2.04564 6.28598 -2.88562
Cl 0.53528 2.63679 6.40900
O 0.92656 0.26176 -2.07223
H -3.79991 3.23182 -0.69779
H 1.41372 0.96760 4.42312
H -0.31611 0.71497 -3.66638
H -2.34362 0.75719 -0.81738
H -1.92448 -0.82098 -2.47735
F -2.88537 -5.51438 -3.11662
*
```

Calculated values
**Molar mass**: 818.1 u
**Total energy**: -5864.18995 hartree
**Kohn-Sham gap**: 2.712 eV
**HOMO level**: -8.79 eV
**LUMO**: -6.07 eV

Löwdin population analysis, charges in e, atoms 1 to 4: O 0.0492; Al 0.9039; H 0.0567; C -0.0694

***

Question: Look up the molar mass of the second one.
Answer: 523.3 u

***

Question: total energy of number 3 (C19H28NPPdS)?
Answer: -1662.79959 hartree

***

Question: Which value of total energy does entry 1 give?
Answer: -1312.87794 hartree

***

Question: What is the molar mass in the third record?
Answer: 439.9 u